(1)
# C15H26OS

A cluster of 2 separate species, C15H26OS in total in a non-equilibrium geometry (the ωB97M-V functional and the def2-TZVPD basis, the Open Molecules 2025 dataset).

The geometry in XYZ format:
```
43
Properties=species:S:1:pos:R:3:forces:R:3
S 2.7518 0.8901 0.4687 -0.3 0.6 0.6
O -2.9237 1.0955 2.6498 2.3 -0.3 -0.9
C 1.3304 2.6676 -2.3881 -3.8 -2.7 -1.0
C -0.6486 1.4425 -4.0335 1.0 0.3 3.3
C -5.1561 1.2816 3.1866 -0.9 0.5 0.2
C 0.5885 -2.8131 -0.4629 -0.5 -0.5 -0.6
C -1.4428 0.2508 0.1014 0.2 1.4 -0.8
C 1.2990 2.1273 0.3640 -2.2 0.8 -1.9
C 0.5909 1.8982 -1.1297 -0.7 0.0 -2.1
C -1.3931 0.7054 -2.7571 4.2 2.8 0.9
C -0.7445 0.9513 -1.2362 1.4 0.7 -2.9
C 2.1745 -2.4101 -0.3693 0.2 -1.7 -0.4
C 2.2857 -0.5034 1.6342 -0.5 -1.9 2.0
C 0.6846 2.4314 -3.8903 -1.4 -1.8 3.8
C -3.8695 2.0135 2.7656 -1.6 -0.8 0.6
C 2.7051 -2.0043 1.1270 0.1 0.0 -0.8
C 3.0238 -3.7844 -0.8018 0.5 0.0 1.0
H 0.5077 1.9727 1.2124 1.7 -0.2 -1.4
H 3.1652 -3.8873 -1.9612 -0.5 0.1 2.3
H 2.3996 -1.6286 -1.2103 -0.3 -1.1 1.8
H 1.6879 3.2393 0.4679 -0.3 -2.6 -0.3
H 0.4351 -3.9952 -0.4072 0.5 2.6 0.0
H 2.2534 -2.7772 1.8827 0.8 1.6 -1.3
H 2.2808 3.3611 -2.1973 -2.4 -1.7 -0.5
H -1.8636 1.1665 0.7383 0.3 -2.1 -0.6
H -0.0882 -2.3646 0.3810 1.4 -0.6 -1.7
H -0.6784 -0.3051 0.7919 -1.4 1.1 -1.5
H 4.1028 -3.7651 -0.2930 -2.2 0.1 -1.3
H 2.9099 0.4616 -0.8605 -0.9 0.0 1.3
H -1.0960 1.2379 -5.0953 1.0 0.6 2.2
H -5.9742 2.0030 3.2964 -0.3 0.0 0.1
H 1.1790 2.9545 -4.8278 -1.3 -1.3 2.2
H -2.3320 -0.4726 -0.1920 2.0 1.7 0.5
H 2.4853 -4.7322 -0.3157 1.1 2.1 -1.4
H 2.8999 -0.3101 2.6396 -1.2 0.0 -2.4
H -5.4705 0.5420 2.4395 0.2 0.1 0.0
H -5.0401 0.7698 4.1504 0.2 0.1 -0.2
H -4.1479 2.5949 1.8727 0.1 0.2 -0.8
H 3.8817 -2.1341 1.1412 -2.4 0.5 0.1
H 0.1735 -2.5117 -1.5408 0.8 -0.5 2.5
H 1.1429 -0.4748 1.9782 2.4 0.3 -1.3
H -3.7357 2.8130 3.5108 0.4 0.3 0.5
H -2.3340 0.0025 -2.8304 2.1 1.7 -0.1
```
Positions in Å, forces in eV/Å.

E_LUMO in Ha: -0.0356
Orbital gap in eV: 3.99
Spin multiplicity: 1
HOMO in eV: -4.955


(2)
# C6H13O3

A cluster of 2 separate species, C6H13O3 in total in a non-equilibrium geometry (the ωB97M-V functional and the def2-TZVPD basis, the Open Molecules 2025 dataset).

The geometry in XYZ format:
```
22
Properties=species:S:1:pos:R:3:forces:R:3
O 0.8004 1.7082 3.1057 -0.6 0.9 0.6
O 1.1381 0.1112 -3.4547 -0.4 -0.1 0.1
O 2.6169 -0.5232 -1.8505 -0.5 -0.4 0.3
C 0.4922 -1.5555 -1.8241 0.0 0.3 0.1
C 0.1783 -0.1562 0.3170 0.8 -0.3 -0.9
C 0.4131 -1.5489 -0.3315 -0.8 1.2 1.0
C -1.6569 1.4845 1.0539 -0.6 0.6 -1.6
C -1.2341 0.3736 0.0792 0.6 0.3 0.6
C 1.5498 -0.4718 -2.4807 0.9 0.8 -0.6
H 0.9242 -2.4597 -2.1629 0.4 -1.0 -0.5
H -1.9331 1.0654 2.0118 0.2 0.3 0.4
H -1.8531 -0.5027 0.2611 -0.5 0.1 -0.2
H 1.0158 0.4259 -0.0826 -0.4 0.7 0.1
H -1.3749 0.7248 -0.9397 0.0 -0.2 -0.2
H 1.5744 1.1859 2.9402 0.2 -0.6 -0.4
H -1.0037 2.3609 1.0423 0.7 -0.5 0.6
H 0.0228 1.3930 2.6293 0.6 -0.2 0.0
H -0.3877 -1.3491 -2.4227 -0.3 0.2 0.4
H 1.3129 -1.9378 0.1165 0.3 -0.5 -0.1
H 0.3844 -0.2121 1.3817 -0.1 -0.3 0.2
H -2.5208 2.0120 0.6339 -0.5 -0.6 0.2
H -0.4590 -2.1284 -0.0231 0.1 -0.6 -0.1
```
Positions in Å, forces in eV/Å.

Relative energy (zero: lowest compared OMol25 entry of this formula, charge and spin) in kcal/mol: 15.4
E_LUMO (alpha / beta) in Ha: 0.0272 / -0.1199
Orbital gap (alpha / beta) in eV: 11.45 / 7.30
Spin multiplicity: 2
HOMO (alpha / beta) in eV: -10.714 / -10.559


(3)
# C4H11N3O

A structure of composition C4H11N3O in a non-equilibrium geometry (the ωB97M-V functional and the def2-TZVPD basis, the Open Molecules 2025 dataset).

The geometry in XYZ format:
```
19
Properties=species:S:1:pos:R:3:forces:R:3
O -0.3924 -0.6167 -0.6247 -1.0 0.6 1.0
N 1.7279 0.7736 -0.8032 -0.2 0.1 0.0
N -1.0124 0.3939 0.8177 -0.1 -0.9 -1.3
N 1.8349 -1.2906 0.3504 -0.3 0.4 0.2
C 1.2037 -0.2058 0.0566 0.7 0.3 1.1
C -1.6229 1.5176 0.1450 0.0 0.0 -0.2
C 0.2809 0.5815 1.2927 0.9 -0.5 -0.8
C -0.8342 -1.9664 -0.5775 -0.1 0.1 0.1
H 0.4784 0.0125 2.1956 0.0 0.1 0.0
H -1.0386 -2.3271 -1.5893 0.0 0.1 0.1
H 2.0901 0.3564 -1.6526 0.0 0.0 0.1
H 0.6368 1.6141 1.3402 -0.1 0.0 0.0
H -0.0697 -2.5887 -0.1072 0.1 0.1 0.0
H -2.1314 2.1060 0.9190 0.1 -0.1 0.0
H -1.7543 -2.0108 0.0120 0.1 0.0 0.0
H -0.9189 2.1817 -0.3721 0.0 -0.1 0.1
H 2.8352 -1.1959 0.1983 -0.1 -0.1 -0.3
H -2.3753 1.1677 -0.5604 0.0 0.0 0.1
H 1.0623 1.4971 -1.0408 0.1 0.0 0.0
```
Positions in Å, forces in eV/Å.

Relative energy (zero: lowest compared OMol25 entry of this formula, charge and spin) in kcal/mol: 140.4
E_LUMO (alpha / beta) in Ha: -0.0143 / -0.0143
Orbital gap (alpha / beta) in eV: 7.59 / 7.59
Spin multiplicity: 1
HOMO (alpha / beta) in eV: -7.982 / -7.983


(4)
# C4H9NO

An isolated molecule of C4H9NO in a non-equilibrium geometry (the ωB97M-V functional and the def2-TZVPD basis, the Open Molecules 2025 dataset).

The geometry in XYZ format:
```
15
Properties=species:S:1:pos:R:3:forces:R:3
O -0.6313 1.2530 1.8421 0.3 1.6 1.2
N -1.6437 1.0723 -0.1500 1.7 0.5 0.9
C 0.6032 -0.0969 0.3539 -1.2 2.7 0.5
C 1.3601 0.2405 -0.9845 -0.7 -3.0 1.0
C -0.2497 -1.4429 0.4640 5.8 -0.8 -2.0
C -0.4760 0.9850 0.6853 -2.3 -2.7 -0.6
H 1.6586 -0.7949 -1.3282 -0.6 1.2 -0.6
H 2.3181 0.7089 -0.8795 0.2 0.8 0.4
H 0.6734 0.8020 -1.6191 0.4 -0.4 -0.5
H -0.0036 -1.8873 1.4169 -0.2 -0.2 0.2
H -1.2470 -1.5357 0.2365 -2.3 0.7 -0.4
H -1.5709 0.9577 -1.1336 0.1 0.1 -0.7
H 1.2322 0.0732 1.2681 -0.2 -0.8 -1.0
H -2.3410 1.7195 0.1947 0.2 -0.1 -0.2
H 0.3175 -2.0544 -0.3665 -1.2 0.4 1.7
```
Positions in Å, forces in eV/Å.

Relative energy (zero: lowest compared OMol25 entry of this formula, charge and spin) in kcal/mol: 37.2
SMILES string: CC(C)C(N)=O
E_LUMO in Ha: 0.0333
Orbital gap in eV: 10.36
Spin multiplicity: 1
HOMO in eV: -9.452


(5)
# C2H8N2O2

A cluster of 2 separate species, C2H8N2O2 in total in a non-equilibrium geometry (the ωB97M-V functional and the def2-TZVPD basis, the Open Molecules 2025 dataset).

The geometry in XYZ format:
```
14
Properties=species:S:1:pos:R:3:forces:R:3
O 1.0774 1.9917 1.6747 -0.1 0.3 0.3
O 2.6401 0.5190 1.0525 -0.4 -0.4 -0.1
N -2.2503 -0.2154 -0.4205 0.2 -2.6 0.4
N -1.2772 -2.2596 -1.3576 -1.4 0.6 2.0
C -1.4014 -0.8130 -1.4531 0.6 1.1 -1.7
C 1.5929 1.3417 0.8330 0.1 -0.2 -0.4
H -1.9098 -0.3970 0.5243 0.2 0.7 0.2
H -0.9475 -2.5557 -0.4318 0.4 -0.2 -0.4
H -1.8333 -0.5629 -2.4193 0.0 -0.1 0.0
H -3.1993 -0.5847 -0.4447 -0.4 0.5 -0.2
H 1.2728 1.3631 -0.2279 0.0 0.0 0.0
H -2.1217 -2.7983 -1.5676 0.2 0.0 -0.4
H 2.6129 -0.1830 0.3808 0.5 0.4 0.1
H -0.4122 -0.3754 -1.4069 0.1 0.1 0.2
```
Positions in Å, forces in eV/Å.

Relative energy (zero: lowest compared OMol25 entry of this formula, charge and spin) in kcal/mol: 28.5
E_LUMO (alpha / beta) in Ha: -0.1473 / -0.3427
Charge: +1
Orbital gap (alpha / beta) in eV: 9.91 / 4.59
Spin multiplicity: 2
HOMO (alpha / beta) in eV: -13.916 / -13.916


(6)
# C4H5N3

An isolated molecule of C4H5N3 in a non-equilibrium geometry (the ωB97M-V functional and the def2-TZVPD basis, the Open Molecules 2025 dataset).

The geometry in XYZ format:
```
12
Properties=species:S:1:pos:R:3:forces:R:3
N -1.4236 1.7460 2.0923 0.4 -0.6 -0.9
N -0.3608 -1.0549 0.3649 -0.1 -0.1 0.0
N 1.4403 -0.4927 -0.9052 -0.2 -0.3 0.1
C -0.6076 0.3437 0.0286 0.0 0.1 -0.1
C -1.0588 1.1240 1.1884 -0.3 0.6 0.8
C 0.7501 -1.4253 -0.3842 0.2 0.0 -0.1
C 0.7947 0.7597 -0.5098 0.0 0.3 0.0
H -1.3666 0.4385 -0.7618 0.1 0.0 0.1
H 0.7226 1.4583 -1.3472 0.0 -0.1 0.1
H 1.0085 -2.4787 -0.4603 0.0 0.1 0.0
H 1.3844 1.2339 0.2840 -0.1 0.0 -0.1
H -1.1521 -1.6817 0.4103 0.1 0.1 0.0
```
Positions in Å, forces in eV/Å.

Relative energy (zero: lowest compared OMol25 entry of this formula, charge and spin) in kcal/mol: 29.2
SMILES string: N#C[C@H]1CN=CN1
E_LUMO in Ha: 0.0236
Orbital gap in eV: 10.23
Spin multiplicity: 1
HOMO in eV: -9.593